(1)
C11H29B3NO9PS as an isolated structure in a non-equilibrium geometry. Source: OMol25; level of theory: wB97M-V/def2-TZVPD.

ORCA input file:
```
! RIJCOSX wB97M-V def2-TZVPD def2/J DEFGRID3
* xyz 0 1
H -0.146 6.472 4.317
H 1.032 2.317 -0.360
O -0.922 -5.813 2.993
H -1.650 3.931 2.295
O 3.163 0.161 -1.973
H -2.209 -4.249 3.401
O 0.379 -5.140 0.434
H -0.001 4.778 3.827
H -0.917 4.865 -0.408
B 2.459 1.318 -2.448
B 1.261 0.128 -3.961
C -0.342 5.767 3.503
H -0.839 -3.831 2.331
C -0.681 5.716 0.229
O 2.103 1.319 -3.852
H -1.603 6.070 0.696
C -0.206 -6.403 0.740
C -0.314 0.367 -4.195
H -0.466 1.011 -5.132
C -1.221 -0.943 -4.208
C -1.369 -6.256 1.713
P 1.901 2.831 -1.399
O -0.862 -1.956 -3.236
C 1.582 -4.907 1.157
S 0.728 3.943 -2.541
H -2.322 -0.663 -4.049
H -0.566 -4.109 4.060
H -2.134 -5.583 1.312
H -0.256 6.511 -0.392
H 1.528 -2.650 -1.541
H -2.317 3.901 3.954
H -0.752 -2.252 -1.088
H -1.830 -7.238 1.860
H -3.268 4.579 2.615
O 1.935 -1.128 -3.802
C -2.261 4.471 3.021
H 1.832 -3.848 1.070
H 1.482 6.279 2.506
H 1.478 -5.156 2.214
N 2.492 -2.312 -1.654
C -1.149 -4.425 3.194
H 2.395 -5.496 0.719
C 0.416 6.227 2.264
H -0.586 -6.815 -0.200
O 0.278 5.297 1.195
O -1.681 -0.515 -1.570
O -1.750 5.771 3.281
H 2.969 -3.082 -2.155
B 2.532 -1.054 -2.474
H 2.980 3.600 -0.859
H 0.547 -7.097 1.130
H 0.094 7.228 1.956
C -1.097 -1.546 -1.923
H -1.166 -1.416 -5.240
H -0.679 1.025 -3.328
*
```

Computed properties:
LUMO energy = -0.0111 Ha
Gap between HOMO and LUMO = 8.04 eV

Mulliken charges, unit e, in atom order: H 0.375; H 0.079; O -0.376; H 0.255; O -0.270; H 0.328; O -0.250; H 0.315; H 0.205; B 0.448; B 0.371; C -0.498; H 0.187; C -0.765; O -0.152; H 0.388; C -0.497; C -0.484; H 0.363; C -0.429; C -0.579; P -0.063; O -0.252; C -0.838; S -0.429; H 0.344; H 0.247; H 0.318; H 0.275; H 0.126; H 0.323; H 0.346; H 0.389; H 0.247; O -0.333; C -0.670; H 0.245; H 0.355; H 0.401; N -0.612; C -0.601; H 0.282; C -0.535; H 0.364; O -0.252; O -0.507; O -0.376; H 0.253; B 0.455; H 0.101; H 0.372; H 0.348; C 0.155; H 0.295; H 0.211


(2)
C11H29Cl6O12P3 as an isolated structure in a non-equilibrium geometry. Source: OMol25; level of theory: wB97M-V/def2-TZVPD.

ORCA input file:
```
! RIJCOSX wB97M-V def2-TZVPD def2/J DEFGRID3
* xyz 0 1
O -18.785 -7.499 8.598
H -20.810 -4.144 8.991
H -22.578 -15.537 9.275
P -20.116 -7.514 9.269
H -17.928 -10.693 3.534
C -19.421 -8.929 11.509
H -17.187 -12.231 4.227
O -20.130 -9.368 5.471
C -19.095 -13.385 13.863
Cl -20.280 -10.788 10.316
Cl -22.660 -11.690 11.679
C -21.548 -15.702 9.590
O -20.129 -7.743 10.887
C -24.768 -14.666 12.354
H -20.978 -15.951 14.236
H -18.773 -8.606 12.324
H -18.895 -9.470 10.723
H -25.547 -15.312 11.949
O -20.933 -6.150 9.099
Cl -17.379 -13.335 13.519
O -21.990 -16.348 12.423
H -20.674 -12.826 11.218
H -16.686 -8.075 6.093
C -20.941 -10.732 8.104
O -21.165 -8.600 8.705
Cl -20.179 -11.419 13.094
Cl -19.760 -13.800 12.322
H -22.623 -8.065 10.090
H -20.789 -15.722 8.808
O -23.655 -14.534 11.470
H -20.659 -10.367 9.091
H -21.533 -9.929 7.666
H -20.155 -9.543 12.030
H -25.145 -13.645 12.420
H -17.500 -8.070 7.568
C -20.231 -4.939 9.461
H -23.132 -8.879 8.589
H -24.586 -15.067 13.351
C -20.945 -11.823 11.545
H -18.678 -12.289 3.368
O -18.970 -11.683 5.133
H -19.421 -12.432 14.279
H -22.059 -17.268 14.331
O -21.301 -14.758 10.567
P -19.212 -10.343 6.033
H -20.019 -4.723 10.508
P -22.065 -14.778 11.926
H -22.441 -9.805 9.908
H -18.313 -7.739 5.946
O -17.721 -9.756 6.282
H -21.428 -11.708 8.107
C -17.640 -8.369 6.529
C -22.381 -8.854 9.378
H -21.632 -16.720 9.971
C -18.089 -11.651 4.027
H -20.558 -17.443 13.395
H -19.211 -4.931 9.075
Cl -19.424 -14.708 15.150
O -21.606 -13.726 12.872
O -19.695 -10.936 7.478
C -21.379 -16.770 13.639
*
```

Computed properties:
LUMO energy = 0.0144 Ha
Gap between HOMO and LUMO = 8.19 eV
Relative energy (zero: lowest compared OMol25 entry of this formula, charge and spin) = 14.9756 eV

Mulliken charges, unit e, in atom order: O -0.616; H 0.263; H 0.326; P 0.753; H 0.322; C -0.544; H 0.258; O -0.719; C 0.418; Cl 0.127; Cl -0.188; C -0.830; O -0.423; C -0.738; H -0.072; H 0.368; H 0.414; H 0.259; O -0.334; Cl -0.128; O -0.431; H 0.037; H 0.384; C -0.379; O -0.059; Cl -0.414; Cl -0.269; H 0.371; H 0.278; O -0.355; H -0.585; H 0.496; H 0.158; H 0.272; H 0.344; C -0.820; H 0.345; H 0.327; C 0.741; H 0.287; O -0.360; H 0.233; H 0.303; O -0.302; P 0.833; H 0.282; P 1.088; H 0.156; H 0.340; O -0.321; H 0.365; C -0.783; C -0.472; H 0.310; C -0.708; H 0.287; H 0.315; Cl -0.286; O -0.501; O -0.113; C -0.308


(3)
A 9-piece molecular cluster, C11H29F3N8O20S overall in a non-equilibrium geometry. Source: OMol25; level of theory: wB97M-V/def2-TZVPD.

ORCA input file:
```
! RIJCOSX wB97M-V def2-TZVPD def2/J DEFGRID3
* xyz 0 1
H -1.256 -7.686 -0.919
O -3.503 -1.694 -0.926
C -1.612 3.822 -5.489
O -3.672 -0.021 1.107
H 0.138 -4.617 2.301
C 4.639 0.709 -0.083
N 1.266 -1.105 2.427
H -0.156 -9.092 -0.776
H 5.514 1.249 4.599
H -0.169 -1.711 1.034
O -1.784 0.150 -0.691
S -3.426 -0.246 -0.541
C -6.762 0.801 1.018
H -0.097 -4.445 4.074
H -1.635 0.646 -1.527
N 0.317 -7.477 0.463
O 6.994 0.680 2.053
C -4.743 -0.850 1.614
O 5.208 -0.217 -2.129
C -6.138 -0.669 0.875
O -2.946 5.675 -5.116
N -1.670 -5.356 3.042
H 7.282 1.037 4.404
O 5.841 4.408 -1.786
O -2.045 -6.514 3.103
H 4.656 3.363 -3.840
O -2.384 -4.389 2.852
O 3.477 1.084 -2.045
H -1.059 4.646 0.079
H 5.511 0.139 0.226
H -4.890 -0.544 2.706
O 1.033 -8.037 1.270
H -1.346 -8.741 0.526
F -8.141 0.637 1.237
H -0.731 3.665 -4.869
O 0.356 -6.293 0.180
H -2.079 2.876 -5.758
O 0.985 -1.846 3.350
H -0.619 -0.290 2.037
H 4.795 1.769 0.080
C -0.217 -5.097 3.211
F -6.218 1.551 2.050
H -7.178 -2.345 0.957
O 0.480 3.738 -1.797
H -4.481 -1.962 1.659
O 5.258 1.976 2.125
H -2.527 4.202 -0.847
H 3.746 0.356 0.430
H 3.464 3.705 -2.540
O 5.163 6.158 -2.869
H -1.361 4.395 -6.379
C 6.409 1.604 4.091
N -0.703 3.511 -1.638
H 0.293 -6.045 3.370
N 6.205 1.402 2.634
C -0.692 -8.315 -0.234
N 5.125 4.973 -2.592
H 6.560 2.669 4.256
C 4.118 4.137 -3.295
N -2.596 4.593 -4.685
C 0.175 -0.777 1.473
H 3.554 4.768 -3.979
O -1.293 2.517 -2.022
H 0.566 -0.112 0.707
H -1.426 5.465 -1.478
C -1.495 4.537 -0.913
N 4.426 0.506 -1.540
H -6.143 -0.987 -0.212
O -2.980 4.082 -3.649
O -7.060 -1.575 1.546
O 2.359 -0.612 2.218
F -6.684 1.470 -0.222
*
```

Computed properties:
LUMO energy = -0.0138 Ha
Gap between HOMO and LUMO = 9.98 eV

Mulliken charges, unit e, in atom order: H 0.314; O -0.568; C -0.669; O -0.280; H 0.236; C -0.792; N 0.994; H 0.286; H 0.279; H 0.274; O -0.328; S 0.607; C 0.805; H 0.309; H 0.400; N 0.876; O -0.532; C -0.547; O -0.557; C -0.172; O -0.526; N 0.902; H 0.313; O -0.538; O -0.551; H 0.261; O -0.522; O -0.551; H 0.335; H 0.355; H 0.340; O -0.515; H 0.288; F -0.259; H 0.216; O -0.507; H 0.284; O -0.548; H 0.279; H 0.394; C -0.719; F -0.252; H 0.349; O -0.493; H 0.280; O -0.498; H 0.308; H 0.227; H 0.178; O -0.551; H 0.314; C -0.755; N 0.844; H 0.328; N 0.895; C -0.731; N 0.902; H 0.287; C -0.559; N 0.859; C -0.735; H 0.306; O -0.531; H 0.292; H 0.320; C -0.841; N 0.980; H 0.530; O -0.483; O -0.570; O -0.616; F -0.253


(4)
C11H29FNO11P2V as an isolated structure in a non-equilibrium geometry. Source: OMol25; level of theory: wB97M-V/def2-TZVPD.

ORCA input file:
```
! RIJCOSX wB97M-V def2-TZVPD def2/J DEFGRID3
* xyz 0 3
C -0.871 1.537 3.434
H 3.327 -1.084 4.042
P 3.104 0.066 0.810
H -3.197 -2.198 -4.279
H 4.413 -2.411 -0.847
H -3.239 3.266 1.716
H -4.862 3.517 1.540
H -3.148 2.609 -2.821
H 5.143 -1.683 0.741
H 1.964 -0.490 3.189
H -4.206 3.516 -1.114
H 1.187 -2.349 -4.007
H 1.522 -1.054 -2.976
H -1.733 -2.410 -4.907
C 4.316 -2.151 0.207
H -1.764 1.620 -2.494
N -3.694 3.184 -0.310
C -3.930 3.751 1.026
O 3.797 -0.138 2.257
P -0.933 -1.517 -1.732
C -2.185 -2.372 -3.916
O -2.041 -2.449 -1.007
H -3.323 0.837 -2.424
H -1.014 -0.641 4.044
O -2.377 1.313 0.055
C -2.805 1.773 -2.212
V -0.345 1.071 0.571
H -0.173 1.532 4.271
H 2.131 -2.677 -2.534
C -1.287 -0.026 3.187
O -0.374 2.266 2.311
O 1.694 0.699 0.821
O -1.611 -1.275 -3.220
H -3.742 4.824 1.074
H -2.067 -3.412 -3.611
O -0.673 -0.603 2.002
C 1.291 -2.119 -2.947
H 3.001 0.546 4.065
C 4.452 2.227 -0.225
H 5.351 2.539 0.306
C -3.007 2.085 -0.678
H 4.176 -3.080 0.761
H -0.831 -4.087 -0.097
H 3.647 2.889 0.093
O -0.389 -0.343 -0.989
H -2.616 -4.069 0.137
O 3.087 -1.444 0.256
O 0.174 -2.583 -2.217
F 0.133 2.451 -0.902
C 3.021 -0.288 3.363
H -1.562 -2.883 0.833
H -1.772 2.073 3.733
H 4.660 2.550 -1.245
O 4.264 0.792 -0.167
C -1.729 -3.469 -0.071
H -2.355 -0.227 3.106
*
```

Computed properties:
⟨S²⟩ = 2.014
LUMO energy (alpha / beta) = 0.0211 / 0.0211 Ha
Gap between HOMO and LUMO (alpha / beta) = 7.51 / 7.70 eV
Relative energy (zero: lowest compared OMol25 entry of this formula, charge and spin) = 2.2896 eV

Mulliken charges, unit e, in atom order: C -0.411; H 0.327; P 0.617; H 0.367; H 0.255; H 0.095; H 0.320; H 0.394; H 0.365; H 0.092; H 0.212; H 0.294; H 0.360; H 0.329; C -0.828; H 0.151; N -0.182; C -0.661; O -0.380; P 0.238; C -0.900; O -0.287; H 0.229; H 0.375; O -0.810; C -0.947; V 1.228; H 0.346; H 0.182; C -0.560; O -0.669; O 0.207; O -0.345; H 0.324; H 0.313; O -0.550; C -0.753; H 0.310; C -0.734; H 0.309; C 0.774; H 0.284; H 0.324; H 0.306; O 0.681; H 0.299; O -0.257; O -0.278; F -0.743; C -0.601; H 0.153; H 0.269; H 0.271; O -0.338; C -0.617; H 0.252


no.,total energy (eV)
1,-53951.32858
2,-139438.14213
3,-83711.78204
4,-82876.47908